28
Properties=species:S:1:pos:R:3 method="wB97M-V/def2-TZVPD" charge=0 homo_lumo_gap_ev=5.54 de_lowest_kj_mol=480.9 largest_force_ha_per_bohr=0.1010 energy_ev=-27001.7901
C -0.5532 0.4239 -2.5543
C -1.5267 -1.9789 0.2795
C -0.0395 -1.3892 0.3366
C 0.7490 -2.3133 -0.5857
C -0.5073 2.2186 -0.0185
C 0.3869 1.0214 1.9863
C 1.8822 1.2795 -0.1106
C 0.3596 1.0519 0.4532
N -0.0122 -0.1780 -0.1588
O 0.4600 0.9412 -2.8213
O -1.5960 -0.0213 -2.4814
O -2.3603 -1.3871 1.1823
S -3.2532 -0.1236 0.6232
H -1.8962 -1.7218 -0.6847
H -1.5111 -3.0175 0.4097
H 0.2323 -1.6343 1.4080
H 1.8089 -1.8212 -0.7474
H 0.2567 -2.3820 -1.6161
H 0.8734 -3.4026 -0.1849
H 0.0943 2.6158 -0.9363
H -1.4348 1.9664 -0.3356
H -0.4951 3.0116 0.7010
H -0.5425 0.6171 2.1758
H 0.5500 2.1238 2.1913
H 1.2366 0.3341 2.3198
H 1.9299 1.2599 -1.2645
H 2.5123 2.1885 0.1542
H 2.3961 0.3170 0.2793

---

4
Properties=species:S:1:pos:R:3 method="wB97M-V/def2-TZVPD" charge=+1 homo_lumo_gap_ev=12.96 de_lowest_kj_mol=96.6 largest_force_ha_per_bohr=0.0573 energy_ev=-18398.8956
K -1.4311 -0.7440 0.5198
O 0.5028 0.3685 0.1974
H -0.0509 0.7249 -0.4973
H 0.9792 -0.3493 -0.2198

---

86
Properties=species:S:1:pos:R:3 method="wB97M-V/def2-TZVPD" charge=0 homo_lumo_gap_ev="4.24 / 4.22" de_lowest_kj_mol=183.6 largest_force_ha_per_bohr=0.0121 spin_multiplicity=5 energy_ev=-124379.6808
Cr 1.0166 -0.5423 1.3026
C 1.4123 2.5957 4.1768
C 1.7421 1.6386 3.2609
N 0.8379 1.1392 2.3609
C -0.4540 1.6123 2.4139
C -0.8613 2.6118 3.3506
C 0.1030 3.1026 4.2426
C -2.2033 3.0491 3.3021
C -3.0933 2.5467 2.3760
C -2.6987 1.5703 1.4614
C -3.5696 1.0133 0.4428
C -3.2234 -0.0965 -0.2207
C -1.9779 -0.8371 0.2109
N -0.8961 0.1983 0.4735
C -1.3726 1.1161 1.5192
H 2.1807 2.9558 4.8471
H 2.7403 1.2319 3.2129
H -0.1680 3.8604 4.9651
H -2.5264 3.8001 4.0123
H -4.1173 2.9018 2.3592
H -4.5069 1.5192 0.2368
H -3.8617 -0.5266 -0.9802
H -1.6117 -1.4996 -0.5647
Cl 7.6233 0.5788 -0.4600
C 6.1490 0.1688 0.3628
C 6.1872 -0.2827 1.6494
C 5.0100 -0.6562 2.3312
I 5.1176 -1.4102 4.2560
C 3.7772 -0.5555 1.7210
O 2.6458 -0.9238 2.2536
C 3.7469 -0.0186 0.3991
N 2.4994 0.0878 -0.1409
C 2.3903 0.3843 -1.4125
C 3.5023 0.6743 -2.2229
C 4.7526 0.6582 -1.6720
C 4.9118 0.2943 -0.3191
H 7.1401 -0.3742 2.1521
H 1.3953 0.4025 -1.8259
H 3.3497 0.9101 -3.2666
H 5.6270 0.8921 -2.2640
S 0.0012 -4.0301 3.6650
C 0.6597 -2.4893 3.3510
N -0.0807 -1.7579 2.5479
C -1.2301 -2.3982 2.1439
C -2.3550 -1.7037 1.4378
C -3.3337 -2.7663 0.9595
C -3.3385 -4.0430 1.4173
C -2.3902 -4.5783 2.3244
C -1.3557 -3.7028 2.6346
H 1.6135 -2.1699 3.7321
H -2.8539 -0.9999 2.1285
H -4.1420 -2.4373 0.3190
H -4.1333 -4.6946 1.0648
H -2.4466 -5.5855 2.7043
C -2.2565 1.3985 -3.7752
C -0.9790 1.5867 -2.9758
C 0.2143 1.4966 -3.9132
O -0.9102 0.4816 -2.0201
B -0.7604 1.0204 -0.7567
O -0.5246 2.3558 -0.7693
C -0.9663 2.8680 -2.0533
C -2.3451 3.4704 -1.8236
C -0.0002 3.9550 -2.4841
H -2.1841 0.4837 -4.3647
H -2.4052 2.2310 -4.4645
H -3.1251 1.3200 -3.1258
H 0.2449 0.5063 -4.3712
H 1.1575 1.6879 -3.4098
H 0.1179 2.2313 -4.7130
H -3.0546 2.7216 -1.4783
H -2.7303 3.9340 -2.7326
H -2.2606 4.2351 -1.0522
H 1.0310 3.6077 -2.4919
H -0.0684 4.7869 -1.7842
H -0.2570 4.3265 -3.4774
C -0.5499 -5.0938 -2.6895
N 0.1854 -4.5500 -1.5690
C 0.3996 -3.2489 -1.3523
N -0.0344 -2.3935 -2.2929
S 1.2169 -2.8169 0.0614
H -0.6051 -6.1719 -2.5716
H -0.0492 -4.8813 -3.6369
H -1.5734 -4.7097 -2.7196
H 0.4567 -5.1562 -0.8132
H -0.6654 -2.7152 -3.0085
H -0.0500 -1.4020 -2.1039